The molecule C6H13NO, computed with wB97M-V/def2-TZVPD.

```
21
Properties=species:S:1:pos:R:3:forces:R:3:lowdin_charge:R:1
C 0.715 -1.421 -1.450 -0.7789 0.2247 0.7093 0.011
C -0.426 -0.974 -0.908 0.2196 0.4726 -2.5007 -0.144
C -0.819 0.503 -0.808 0.0150 -0.6048 -0.2308 -0.638
N 0.073 1.460 -1.432 -0.1578 -0.0368 0.1557 0.101
O -2.083 0.602 -1.444 -0.0729 0.0471 -0.2330 -0.013
C -0.944 0.743 0.688 1.6737 -3.0902 0.9846 -0.037
C -0.065 -0.524 1.499 -1.1425 2.7694 1.3003 -0.215
C 1.383 -0.093 1.682 -0.1941 -0.1628 0.0732 -0.129
H 0.996 -2.461 -1.392 -0.1794 -0.2335 -0.3086 0.056
H 1.452 -0.756 -1.874 0.1238 0.1837 0.1916 0.050
H -1.278 -1.606 -0.698 0.2760 -0.3678 0.4906 0.121
H 0.238 1.202 -2.399 0.0499 -0.0242 0.0652 0.087
H 0.959 1.503 -0.945 0.0664 0.0308 -0.0156 0.076
H -2.289 1.543 -1.501 0.0127 -0.0084 -0.0002 0.098
H -1.977 0.641 1.014 0.0257 0.1557 -0.1483 0.105
H -0.501 1.689 0.992 -0.0530 -0.0199 0.1895 0.101
H -0.112 -1.596 1.310 -0.3873 0.4250 -1.0547 0.091
H -0.583 -0.496 2.460 0.2766 0.2504 0.4363 0.084
H 1.448 0.934 2.037 0.0030 0.0674 0.0333 0.068
H 1.938 -0.164 0.748 0.0859 -0.0498 -0.0987 0.056
H 1.874 -0.728 2.420 0.1377 -0.0288 -0.0389 0.070
```
Forces are in eV/Å.

* Kohn-Sham gap: 10.44 eV
* LUMO: 1.0458 eV
* molecular weight: 115.2 g mol⁻¹
* E_tot: -9968.720 eV
* HOMO level: -9.3917 eV
* ΔE to the lowest compared entry with this formula, charge and spin: 56.6 kcal per mole
* spin multiplicity: 1
* SMILES string: C=C[C@@](N)(O)CCC